(1)
The following is a DFT calculation (the ωB97M-V functional and the def2-TZVPD basis) of a molecular structure, C20H50LaNO2P2Si4Te in a non-equilibrium geometry.

Properties
HOMO: -11.888 eV
ΔE to the lowest compared entry with this formula, charge and spin: 0.0 kJ/mol
total charge: +2

Cartesian coordinates (Å):
La: -0.160 -1.426 0.058
P: 0.619 -2.113 -3.575
C: 0.593 -3.894 -3.253
C: -0.102 -4.536 -2.057
N: -0.555 -3.871 -0.955
C: -1.174 -4.612 0.009
C: -1.223 -6.003 -0.020
C: -0.725 -6.673 -1.125
C: -0.179 -5.919 -2.152
C: -1.799 -3.944 1.235
P: -2.677 -2.305 1.047
H: 0.222 -6.385 -3.046
H: -1.673 -6.523 0.827
H: -0.759 -7.760 -1.187
H: -2.608 -4.590 1.616
H: -1.052 -3.863 2.055
H: 0.167 -4.305 -4.161
H: 1.650 -4.224 -3.237
H: -4.161 -2.565 -5.270
O: -4.668 -3.152 -4.707
H: -4.282 -4.028 -4.882
H: -0.695 -1.598 -3.494
O: -1.048 -0.765 -1.787
H: -1.788 -0.186 -2.066
C: -4.185 -2.812 0.161
H: -4.787 -3.495 0.776
H: -4.759 -1.898 -0.043
H: -3.934 -3.288 -0.796
C: -3.311 -2.127 2.760
H: -3.654 -1.090 2.882
H: -4.146 -2.828 2.923
H: -2.508 -2.326 3.487
C: 1.869 -1.482 -2.423
H: 2.849 -1.652 -2.895
H: 1.789 -0.395 -2.257
H: 1.920 -2.046 -1.459
C: 1.055 -1.718 -5.268
H: 1.420 -0.682 -5.319
H: 1.836 -2.406 -5.614
H: 0.168 -1.808 -5.913
C: 1.919 2.203 -1.931
Si: 1.080 3.409 -0.758
C: 2.236 4.864 -0.457
C: -0.524 3.969 -1.565
Si: 0.546 2.402 1.299
Te: -1.405 0.897 1.606
Si: 2.510 1.562 2.251
C: 3.551 3.026 2.823
C: 2.027 0.496 3.723
C: 3.532 0.541 1.042
Si: -0.376 4.031 2.720
C: 0.773 5.505 2.954
C: -1.990 4.636 1.958
C: -0.711 3.254 4.405
H: 2.281 2.768 -2.804
H: 1.200 1.455 -2.292
H: 2.778 1.689 -1.483
H: 2.536 5.240 -1.448
H: 1.753 5.687 0.084
H: 3.148 4.580 0.084
H: -1.254 3.148 -1.612
H: -0.988 4.815 -1.043
H: -0.291 4.280 -2.595
H: 3.096 3.555 3.670
H: 4.518 2.620 3.157
H: 3.748 3.755 2.026
H: 1.244 -0.235 3.481
H: 2.927 -0.054 4.039
H: 1.676 1.100 4.570
H: 2.971 -0.270 0.550
H: 3.988 1.162 0.260
H: 4.343 0.071 1.620
H: 0.940 6.059 2.022
H: 0.273 6.181 3.665
H: 1.747 5.229 3.374
H: -2.635 3.810 1.630
H: -2.528 5.209 2.730
H: -1.814 5.300 1.100
H: -1.280 2.317 4.330
H: 0.218 3.052 4.956
H: -1.305 3.975 4.989

Atoms 1-3, force components in eV/Å:
La 0.151 1.732 0.731
P -0.711 0.019 -0.066
C 0.437 0.198 -0.049

Calculated atomic charges, method Mulliken, unit e:
1 La 1.227
2 P 0.788
3 C -1.094
4 C 0.253
5 N 0.278
6 C 1.052
7 C -0.780
8 C -0.679
9 C -0.802
10 C -1.790
11 P 0.611
12 H 0.499
13 H 0.501
14 H 0.454
15 H 0.508
16 H 0.455
17 H 0.587
18 H 0.505
19 H 0.302
20 O -0.613
21 H 0.314
22 H 0.060
23 O -0.523
24 H 0.097
25 C -1.386
26 H 0.426
27 H 0.394
28 H 0.404
29 C -1.205
30 H 0.395
31 H 0.419
32 H 0.386
33 C -0.643
34 H 0.587
35 H -0.199
36 H 0.329
37 C -1.160
38 H 0.413
39 H 0.418
40 H 0.424
41 C -0.708
42 Si 0.321
43 C -1.004
44 C -1.082
45 Si -0.028
46 Te -0.400
47 Si 0.512
48 C -0.959
49 C -0.894
50 C -0.756
51 Si 0.210
52 C -0.977
53 C -0.972
54 C -0.927
55 H 0.432
56 H -0.145
57 H 0.268
58 H 0.412
59 H 0.258
60 H 0.252
61 H 0.268
62 H 0.293
63 H 0.390
64 H 0.252
65 H 0.387
66 H 0.235
67 H 0.111
68 H 0.375
69 H 0.277
70 H -0.038
71 H 0.270
72 H 0.391
73 H 0.292
74 H 0.396
75 H 0.233
76 H 0.284
77 H 0.384
78 H 0.262
79 H 0.290
80 H 0.237
81 H 0.386

(2)
The following is a DFT calculation (the ωB97M-V functional and the def2-TZVPD basis) of 6 unconnected molecules or ions with the total composition C20H50N2O6 in a non-equilibrium geometry.

Properties
HOMO: -8.586 eV
ΔE to the lowest compared entry with this formula, charge and spin: 75.3 kJ/mol
structure (SMILES): CC1(C)CCCC(C)(C)N1O.CC1(C)CCCC(C)(C)N1O.CO.CO.O.O
total charge: 0

Cartesian coordinates (Å):
C: 10.222 -15.531 9.494
C: 9.036 -14.552 9.561
C: 8.225 -14.796 10.846
C: 9.660 -13.130 9.508
C: 8.587 -12.070 9.314
C: 7.965 -12.327 7.909
C: 7.256 -13.722 7.834
C: 5.944 -13.859 8.572
C: 7.078 -13.979 6.340
N: 8.306 -14.760 8.288
O: 7.643 -16.031 8.426
H: 10.792 -15.411 10.447
H: 9.823 -16.529 9.510
H: 10.770 -15.325 8.564
H: 8.995 -14.957 11.617
H: 7.606 -13.915 11.042
H: 7.616 -15.696 10.816
H: 10.321 -13.006 10.367
H: 10.294 -13.121 8.612
H: 7.805 -12.067 10.103
H: 9.002 -11.061 9.243
H: 8.775 -12.357 7.149
H: 7.317 -11.504 7.547
H: 5.194 -13.259 8.020
H: 6.020 -13.574 9.658
H: 5.552 -14.873 8.525
H: 8.010 -14.195 5.780
H: 6.521 -13.146 5.849
H: 6.430 -14.815 6.112
H: 7.659 -16.518 7.530
C: -0.221 -17.562 13.924
C: 1.106 -17.202 13.218
C: 1.434 -15.743 13.633
C: 2.313 -18.023 13.737
C: 2.313 -19.399 13.081
C: 2.366 -19.266 11.578
C: 1.076 -18.575 11.064
C: 1.158 -18.269 9.552
C: -0.142 -19.424 11.350
N: 1.106 -17.294 11.747
O: 0.109 -16.394 11.265
H: -0.611 -18.539 13.809
H: -0.937 -16.807 13.596
H: -0.037 -17.410 14.987
H: 2.380 -15.326 13.264
H: 1.410 -15.604 14.729
H: 0.642 -15.088 13.259
H: 3.253 -17.447 13.533
H: 2.193 -18.135 14.833
H: 1.441 -19.968 13.451
H: 3.196 -19.993 13.289
H: 2.618 -20.121 10.965
H: 3.159 -18.498 11.366
H: 2.029 -17.604 9.314
H: 1.229 -19.186 8.943
H: 0.307 -17.733 9.150
H: -0.076 -19.827 12.323
H: -1.072 -18.855 11.150
H: -0.098 -20.306 10.668
H: 0.570 -15.830 10.627
C: 5.686 -18.228 9.960
O: 5.384 -16.845 9.705
H: 4.841 -18.751 10.354
H: 5.835 -18.674 8.977
H: 6.585 -18.317 10.604
H: 6.126 -16.427 9.290
C: 3.265 -15.129 6.900
O: 3.617 -16.435 7.311
H: 2.252 -15.045 6.487
H: 3.311 -14.515 7.786
H: 3.910 -14.872 6.054
H: 3.421 -16.489 8.258
O: 6.373 -17.656 6.595
H: 5.856 -16.893 6.881
H: 6.264 -17.628 5.636
O: 3.183 -15.465 10.467
H: 2.889 -16.158 11.075
H: 4.162 -15.696 10.530

Atoms 1-3, force components in eV/Å:
C -0.371 0.587 0.885
C 0.495 -0.045 -0.480
C 0.726 0.389 -0.202

Calculated atomic charges, method Mulliken, unit e:
1 C -1.880
2 C 1.514
3 C -1.247
4 C -1.257
5 C -0.558
6 C -1.457
7 C 1.893
8 C -0.372
9 C -1.829
10 N -0.061
11 O -0.657
12 H 0.394
13 H 0.428
14 H 0.413
15 H 0.488
16 H 0.304
17 H 0.031
18 H 0.394
19 H 0.397
20 H 0.315
21 H 0.394
22 H 0.403
23 H 0.416
24 H 0.643
25 H -0.037
26 H -0.444
27 H 0.365
28 H 0.394
29 H 0.245
30 H 0.428
31 C -1.681
32 C 1.179
33 C -1.809
34 C -1.083
35 C -1.125
36 C -0.415
37 C 1.785
38 C -1.755
39 C -2.062
40 N 1.199
41 O -0.688
42 H 0.311
43 H 0.390
44 H 0.472
45 H 0.311
46 H 0.425
47 H 0.426
48 H 0.321
49 H 0.481
50 H 0.380
51 H 0.436
52 H 0.771
53 H -0.517
54 H 0.160
55 H 0.461
56 H 0.427
57 H 0.404
58 H 0.355
59 H 0.418
60 H 0.319
61 C -0.637
62 O 0.159
63 H 0.180
64 H 0.306
65 H 0.277
66 H -0.015
67 C -0.582
68 O -0.557
69 H 0.269
70 H 0.256
71 H 0.212
72 H 0.192
73 O -0.590
74 H 0.195
75 H 0.307
76 O -0.723
77 H 0.210
78 H 0.181

| no. | electronic energy (eV) |
| --- | --- |
| 1 | -85367.8612 |
| 2 | -36813.1842 |